9
Properties=species:S:1:pos:R:3:forces:R:3:mulliken_charge:R:1 method="wB97M-V/def2-TZVPD" orbital_gap_ev=7.174 de_lowest_kj_mol=177.5 lumo_energy_ev=-1.378 e_homo_ev=-8.55 energy_ev=-53425.776
C -0.885310 -0.036877 -1.260726 -0.582 1.014 -0.174 -0.19
C 0.087992 -0.381003 -0.434238 0.638 -0.473 0.381 -0.27
S 2.135508 1.695058 1.409493 -1.337 2.390 -0.991 -0.34
I -2.151419 1.724878 -1.021714 0.876 -1.065 0.020 0.18
I -1.425287 -1.130121 -2.950111 0.303 0.105 0.178 0.18
I 1.557980 -1.906091 -0.718897 -0.795 0.678 0.002 0.17
I -2.454722 -1.118550 1.647566 0.111 -0.145 0.334 -0.44
I 0.158880 0.331424 1.603785 -1.118 -0.355 -0.472 0.58
H 2.976378 0.821282 1.724842 1.905 -2.148 0.722 0.13

---

7
Properties=species:S:1:pos:R:3:forces:R:3:mulliken_charge:R:1 method="wB97M-V/def2-TZVPD" orbital_gap_ev=9.853 de_lowest_kj_mol=231.4 lumo_energy_ev=0.255 smiles=N#[N+][O-].C#CI e_homo_ev=-9.60 energy_ev=-15214.102
N -1.251905 2.300445 0.020831 -2.797 0.608 -0.026 -0.32
N -0.203757 2.092314 -0.225289 1.535 -0.438 0.758 0.81
O 0.937008 1.847347 -0.312956 1.209 -0.130 -0.723 -0.49
C -0.682959 -1.678432 0.206380 0.001 0.001 0.812 0.08
C 0.511802 -1.506901 0.263911 0.077 0.084 -1.021 -0.68
I 2.423764 -1.213933 -0.336673 -0.500 -0.202 0.435 0.23
H -1.733955 -1.840843 0.383794 0.475 0.077 -0.236 0.37

---

8
Properties=species:S:1:pos:R:3:forces:R:3:mulliken_charge:R:1 method="wB97M-V/def2-TZVPD" orbital_gap_ev="6.322 / 6.331" de_lowest_kj_mol=620.4 lumo_energy_ev="-4.196 / -4.194" e_homo_ev="-10.52 / -10.52" energy_ev=-17257.100
C -0.559910 2.366944 0.260475 1.731 -4.449 -0.729 0.00
C 0.674973 -0.136453 0.276214 0.961 1.486 -2.182 -0.41
N -0.844273 3.446255 0.471645 -0.741 2.553 0.461 -0.35
N 0.225980 -0.058515 1.614516 -0.676 -0.978 -0.252 1.02
O -0.857199 -0.531679 1.793332 -1.791 -0.619 0.253 -0.52
O 0.980822 0.322236 2.425226 1.912 1.384 2.473 -0.51
I 2.705325 0.138016 -0.077962 -1.555 -0.145 0.028 0.35
H 0.079324 -0.836412 -0.324603 0.158 0.767 -0.052 0.41

---

8
Properties=species:S:1:pos:R:3:forces:R:3:mulliken_charge:R:1 method="wB97M-V/def2-TZVPD" orbital_gap_ev="3.602 / 3.601" de_lowest_kj_mol=5.1 lumo_energy_ev="-0.860 / -0.854" e_homo_ev="-4.46 / -4.46" energy_ev=-22917.166
O -1.640163 -0.960716 -1.023268 0.443 -0.080 0.328 -0.94
C -0.356685 -0.656581 -0.751985 -0.961 0.129 0.195 0.00
C 0.015772 -0.006989 0.397543 1.148 1.074 0.870 -0.45
Li -1.847089 -0.905331 0.825788 0.422 0.132 -0.752 0.67
Li 0.421929 1.616592 2.620514 0.069 -1.351 -1.748 0.62
H 0.419568 -1.064486 -1.451336 -0.087 0.060 0.324 0.26
K 1.670734 1.541339 -1.259538 -0.068 0.367 -1.072 0.77
O 1.315937 0.436169 0.642281 -0.967 -0.330 1.854 -0.93

---

8
Properties=species:S:1:pos:R:3:forces:R:3:mulliken_charge:R:1 method="wB97M-V/def2-TZVPD" orbital_gap_ev=9.727 de_lowest_kj_mol=0.0 charge=+2 lumo_energy_ev=-10.352 e_homo_ev=-20.08 energy_ev=-11122.891
O -4.003337 1.351623 -0.977496 1.569 -0.679 -0.650 -0.11
C -2.930497 1.184107 -0.609914 -3.269 1.264 0.740 0.63
O -1.964177 1.165618 0.064743 2.271 -0.805 0.328 -0.38
C 0.695825 -1.846916 -0.033160 -1.172 -0.479 -1.352 0.52
O -0.056913 -1.987904 0.969049 -0.553 1.029 0.954 -0.61
O 1.455725 -0.836529 -0.066793 0.101 1.468 0.405 -0.61
La 0.112089 0.423720 1.486636 0.286 -2.200 -1.582 2.18
H 0.508448 -2.482895 -0.958347 0.767 0.402 1.157 0.38

---

5
Properties=species:S:1:pos:R:3:forces:R:3:mulliken_charge:R:1 method="wB97M-V/def2-TZVPD" orbital_gap_ev="14.899 / 3.967" de_lowest_kj_mol=99.1 charge=+1 lumo_energy_ev="-4.418 / -13.403" e_homo_ev="-19.32 / -17.37" multiplicity=3 energy_ev=-5052.136
C -0.616365 0.930185 3.015351 -1.034 2.410 7.809 0.31
C 0.367000 -0.514301 -1.677934 0.381 -1.891 -5.231 0.17
N -0.474319 0.602297 1.957806 1.004 -2.395 -7.752 0.08
N 0.283442 -0.144789 -0.610449 -0.379 1.939 5.447 0.07
H 0.440242 -0.873392 -2.684774 0.027 -0.063 -0.274 0.37

---

Copy entry 5 word for word.
8
Properties=species:S:1:pos:R:3:forces:R:3:mulliken_charge:R:1 method="wB97M-V/def2-TZVPD" orbital_gap_ev=9.727 de_lowest_kj_mol=0.0 charge=+2 lumo_energy_ev=-10.352 e_homo_ev=-20.08 energy_ev=-11122.891
O -4.003337 1.351623 -0.977496 1.569 -0.679 -0.650 -0.11
C -2.930497 1.184107 -0.609914 -3.269 1.264 0.740 0.63
O -1.964177 1.165618 0.064743 2.271 -0.805 0.328 -0.38
C 0.695825 -1.846916 -0.033160 -1.172 -0.479 -1.352 0.52
O -0.056913 -1.987904 0.969049 -0.553 1.029 0.954 -0.61
O 1.455725 -0.836529 -0.066793 0.101 1.468 0.405 -0.61
La 0.112089 0.423720 1.486636 0.286 -2.200 -1.582 2.18
H 0.508448 -2.482895 -0.958347 0.767 0.402 1.157 0.38

---

What did the fourth record say?
8
Properties=species:S:1:pos:R:3:forces:R:3:mulliken_charge:R:1 method="wB97M-V/def2-TZVPD" orbital_gap_ev="3.602 / 3.601" de_lowest_kj_mol=5.1 lumo_energy_ev="-0.860 / -0.854" e_homo_ev="-4.46 / -4.46" energy_ev=-22917.166
O -1.640163 -0.960716 -1.023268 0.443 -0.080 0.328 -0.94
C -0.356685 -0.656581 -0.751985 -0.961 0.129 0.195 0.00
C 0.015772 -0.006989 0.397543 1.148 1.074 0.870 -0.45
Li -1.847089 -0.905331 0.825788 0.422 0.132 -0.752 0.67
Li 0.421929 1.616592 2.620514 0.069 -1.351 -1.748 0.62
H 0.419568 -1.064486 -1.451336 -0.087 0.060 0.324 0.26
K 1.670734 1.541339 -1.259538 -0.068 0.367 -1.072 0.77
O 1.315937 0.436169 0.642281 -0.967 -0.330 1.854 -0.93

---

What did the second record say?
7
Properties=species:S:1:pos:R:3:forces:R:3:mulliken_charge:R:1 method="wB97M-V/def2-TZVPD" orbital_gap_ev=9.853 de_lowest_kj_mol=231.4 lumo_energy_ev=0.255 smiles=N#[N+][O-].C#CI e_homo_ev=-9.60 energy_ev=-15214.102
N -1.251905 2.300445 0.020831 -2.797 0.608 -0.026 -0.32
N -0.203757 2.092314 -0.225289 1.535 -0.438 0.758 0.81
O 0.937008 1.847347 -0.312956 1.209 -0.130 -0.723 -0.49
C -0.682959 -1.678432 0.206380 0.001 0.001 0.812 0.08
C 0.511802 -1.506901 0.263911 0.077 0.084 -1.021 -0.68
I 2.423764 -1.213933 -0.336673 -0.500 -0.202 0.435 0.23
H -1.733955 -1.840843 0.383794 0.475 0.077 -0.236 0.37